C56H157N11O17 | the ωB97M-V functional and the def2-TZVPD basis

As for the molecular weight: 1256.9 Da. The spin multiplicity is 1. The charge is 0. The value obtained for the orbital gap is 8.7 eV. The value obtained for the electronic energy is -111803.2138 eV.

Cartesian coordinates (Å):
1 C -16.26318 -16.41240 0.31158
2 C -17.55554 -16.30270 -0.52356
3 C -17.30477 -15.67921 -1.93816
4 O -18.57926 -15.60167 -2.64994
5 C -19.40665 -14.43174 -2.24396
6 N -18.09273 -17.59954 -0.78565
7 H -15.58587 -17.07406 -0.22837
8 H -16.54291 -17.03080 1.16448
9 H -15.80934 -15.46140 0.59037
10 H -18.19832 -15.61942 0.03148
11 H -16.62719 -16.26868 -2.55583
12 H -16.87102 -14.72926 -1.62579
13 H -18.75057 -13.59657 -1.99870
14 H -19.81958 -14.70365 -1.27253
15 H -20.20572 -14.16980 -2.93748
16 H -18.59385 -17.46986 -1.65292
17 H -17.38766 -18.29832 -0.97187
18 C -29.22129 -17.40610 -11.76641
19 C -30.27477 -17.32342 -10.69607
20 C -29.77366 -17.30869 -9.23690
21 O -29.18016 -16.09991 -8.78050
22 C -28.69391 -16.05220 -7.44656
23 N -31.07552 -16.17813 -11.04321
24 H -28.61308 -18.30921 -11.71559
25 H -28.52305 -16.58069 -11.62758
26 H -29.63042 -17.37760 -12.77631
27 H -31.04339 -18.09581 -10.72329
28 H -29.04882 -18.09451 -9.02428
29 H -30.58788 -17.44213 -8.52462
30 H -28.62683 -14.98469 -7.23671
31 H -27.70288 -16.50601 -7.44235
32 H -29.39338 -16.46242 -6.71817
33 H -30.54275 -15.32029 -11.02384
34 H -31.46107 -16.28617 -10.11597
35 C -17.71236 -11.73897 -13.81647
36 C -18.67000 -11.43839 -12.72551
37 C -20.11418 -11.71238 -13.06747
38 O -20.13713 -13.06372 -13.58582
39 C -21.39068 -13.38454 -14.19468
40 N -18.16419 -12.20398 -11.55174
41 H -16.69140 -11.58752 -13.46604
42 H -17.83554 -10.97719 -14.58629
43 H -17.61974 -12.76293 -14.17846
44 H -18.60529 -10.38803 -12.44153
45 H -20.45605 -11.05026 -13.86298
46 H -20.82979 -11.60200 -12.25272
47 H -22.20143 -12.82190 -13.73183
48 H -21.64487 -14.43950 -14.29739
49 H -21.38420 -13.01102 -15.21866
50 H -18.38554 -13.17999 -11.68775
51 H -18.73910 -12.01514 -10.74309
52 C -22.82661 -9.55986 -7.94461
53 C -24.11242 -10.25402 -7.37352
54 C -24.92896 -10.74469 -8.57407
55 O -25.49887 -9.60451 -9.27036
56 C -26.59912 -9.93565 -10.08227
57 N -23.66570 -11.35164 -6.55964
58 H -23.14530 -8.70688 -8.54374
59 H -22.26910 -10.27481 -8.54970
60 H -22.25550 -9.18671 -7.09449
61 H -24.78387 -9.59720 -6.82048
62 H -25.64682 -11.50521 -8.26684
63 H -24.23737 -11.26689 -9.23520
64 H -26.86454 -9.20512 -10.84646
65 H -27.36612 -10.13204 -9.33312
66 H -26.38574 -10.86127 -10.61688
67 H -23.19303 -10.85955 -5.81498
68 H -24.44475 -11.86976 -6.17919
69 C -18.29881 -16.46439 -5.52801
70 C -17.23320 -17.42277 -6.08406
71 C -17.93478 -18.73453 -6.58101
72 O -17.34977 -19.42531 -7.71549
73 C -16.10519 -20.07936 -7.54650
74 N -16.63837 -16.73884 -7.24453
75 H -17.89576 -15.58125 -5.03231
76 H -18.98701 -16.95441 -4.83928
77 H -18.95405 -16.13891 -6.33599
78 H -16.56630 -17.69242 -5.26514
79 H -18.90489 -18.46113 -6.99603
80 H -18.23384 -19.44745 -5.81263
81 H -16.24259 -21.03328 -7.03733
82 H -15.35291 -19.53156 -6.97897
83 H -15.61391 -20.30671 -8.49258
84 H -17.16521 -16.20215 -7.91870
85 H -15.85970 -17.23005 -7.65987
86 C -24.92298 -18.96245 -9.83257
87 C -23.81927 -18.28595 -10.70484
88 C -23.99668 -16.77233 -10.98797
89 O -24.03205 -15.87012 -9.81368
90 C -25.30005 -15.33057 -9.53537
91 N -22.65667 -18.51383 -9.92362
92 H -24.80650 -20.04410 -9.90013
93 H -25.89829 -18.86490 -10.30937
94 H -24.87867 -18.51588 -8.83923
95 H -23.67452 -18.80432 -11.65270
96 H -24.94367 -16.66702 -11.51733
97 H -23.19881 -16.49549 -11.67708
98 H -25.48771 -14.51160 -10.22976
99 H -25.26714 -14.81260 -8.57687
100 H -26.06829 -16.10380 -9.53111
101 H -22.72413 -18.01510 -9.04794
102 H -21.90057 -18.02706 -10.38348
103 C -23.49402 -8.88646 -11.33497
104 C -22.34017 -8.22941 -12.03005
105 C -20.96389 -8.17061 -11.32762
106 O -20.14929 -7.30189 -12.07619
107 C -18.92490 -7.08474 -11.34911
108 N -22.12528 -8.99507 -13.25673
109 H -24.28526 -9.01233 -12.07402
110 H -23.71401 -8.14887 -10.56317
111 H -23.25667 -9.83699 -10.85722
112 H -22.73926 -7.25217 -12.30174
113 H -20.52715 -9.15753 -11.17484
114 H -21.06317 -7.80136 -10.30688
115 H -18.32343 -7.99249 -11.39709
116 H -19.05612 -6.88157 -10.28628
117 H -18.37773 -6.27507 -11.83196
118 H -21.30056 -8.75686 -13.78888
119 H -22.94124 -8.78025 -13.81185
120 C -23.08290 -20.04254 0.64507
121 C -21.87627 -19.40597 -0.14659
122 C -22.06705 -19.41126 -1.64584
123 O -20.91975 -19.17118 -2.49544
124 C -21.30559 -18.85200 -3.80391
125 N -21.50859 -18.09164 0.21385
126 H -24.03508 -19.57650 0.39154
127 H -22.81565 -19.86314 1.68647
128 H -23.18845 -21.12440 0.56436
129 H -20.95349 -19.97894 -0.05566
130 H -22.91574 -18.75710 -1.84561
131 H -22.44375 -20.42370 -1.79129
132 H -20.38187 -18.50598 -4.26771
133 H -22.16809 -18.19757 -3.93003
134 H -21.60407 -19.77890 -4.29368
135 H -21.20084 -18.11522 1.17553
136 H -20.71299 -17.86057 -0.36384
137 C -26.46556 -9.20572 -15.38751
138 C -25.73000 -10.46561 -14.95993
139 C -26.58809 -11.44526 -14.13355
140 O -25.84985 -12.65628 -13.84316
141 C -24.90587 -12.63961 -12.80274
142 N -25.33004 -11.18625 -16.08811
143 H -27.24562 -9.28364 -16.14484
144 H -25.88621 -8.32689 -15.67056
145 H -26.98948 -8.82668 -14.51005
146 H -24.94228 -10.26596 -14.23347
147 H -27.40671 -11.63402 -14.82805
148 H -26.94035 -11.05273 -13.17965
149 H -24.07856 -11.97606 -13.05446
150 H -24.60411 -13.68137 -12.69427
151 H -25.38622 -12.31672 -11.87911
152 H -24.32873 -11.05691 -16.11547
153 H -25.39491 -12.17641 -15.89975
154 C -17.92703 -12.50230 -8.12288
155 C -19.09306 -11.55480 -7.75008
156 C -18.64189 -10.07874 -7.35731
157 O -19.71109 -9.18305 -7.06532
158 C -19.41885 -7.86572 -6.57753
159 N -19.97480 -11.26320 -8.86179
160 H -17.42450 -12.74544 -7.18669
161 H -17.21585 -12.05760 -8.81899
162 H -18.20907 -13.42683 -8.62667
163 H -19.69435 -12.06982 -7.00088
164 H -18.02725 -9.68242 -8.16555
165 H -18.04464 -10.22396 -6.45715
166 H -20.11811 -7.16109 -7.02767
167 H -18.39135 -7.61326 -6.83947
168 H -19.55779 -7.82557 -5.49717
169 H -20.67638 -11.98806 -8.91148
170 H -20.38302 -10.35342 -8.70130
171 C -16.37365 -12.08507 -4.37031
172 C -15.60953 -11.52359 -3.13553
173 C -14.27063 -12.25848 -2.89980
174 O -14.46593 -13.36491 -2.08421
175 C -13.32052 -14.19059 -1.89205
176 N -15.29493 -10.13240 -3.25397
177 H -16.75632 -13.09699 -4.23730
178 H -15.81794 -12.21110 -5.29951
179 H -17.19577 -11.39331 -4.55384
180 H -16.34222 -11.61041 -2.33321
181 H -13.51698 -11.68724 -2.35778
182 H -13.79966 -12.45053 -3.86386
183 H -12.81241 -14.39611 -2.83422
184 H -13.58860 -15.13045 -1.40945
185 H -12.48004 -13.75526 -1.35152
186 H -14.77962 -9.84682 -2.43360
187 H -14.53682 -10.14608 -3.92119
188 C -20.71033 -14.52113 -10.73855
189 C -19.80057 -15.26444 -9.74695
190 O -20.30001 -16.61126 -9.59876
191 H -21.75920 -14.66104 -10.47703
192 H -20.55135 -14.63740 -11.81061
193 H -20.54910 -13.46544 -10.52031
194 H -19.74940 -14.87810 -8.72900
195 H -18.76974 -15.30661 -10.09869
196 H -20.26726 -17.12870 -10.40671
197 C -21.76603 -13.95336 -6.21366
198 C -22.52558 -14.12741 -7.48519
199 O -22.21614 -13.02367 -8.30240
200 H -22.06609 -14.62556 -5.40979
201 H -21.82561 -12.94912 -5.79409
202 H -20.72341 -14.10960 -6.49052
203 H -23.61281 -14.05119 -7.47065
204 H -22.31114 -15.07083 -7.98727
205 H -22.61280 -12.33272 -7.76681
206 C -25.24692 -17.78954 -4.89545
207 C -25.44129 -16.88601 -3.66254
208 O -26.67041 -16.21185 -3.64866
209 H -24.29000 -18.30361 -4.98562
210 H -25.37396 -17.32067 -5.87122
211 H -26.06390 -18.48813 -5.07606
212 H -24.65945 -16.15024 -3.47418
213 H -25.40877 -17.58180 -2.82413
214 H -26.80539 -15.96665 -2.73037
215 C -25.27463 -9.84047 -3.28405
216 C -26.65946 -9.44377 -3.72189
217 O -27.15286 -8.48858 -2.95034
218 H -25.21280 -10.08389 -2.22338
219 H -24.64365 -8.95317 -3.33572
220 H -24.82747 -10.68572 -3.80722
221 H -27.22246 -10.35971 -3.54250
222 H -26.93536 -9.13146 -4.72909
223 H -26.52656 -7.76166 -2.91962
224 C -21.86298 -11.77263 -2.91171
225 C -21.32304 -10.58008 -3.74852
226 O -22.48237 -10.00596 -4.41394
227 H -22.68464 -11.51600 -2.24305
228 H -21.04491 -12.26141 -2.38259
229 H -22.31197 -12.41055 -3.67300
230 H -20.53233 -10.96333 -4.39350
231 H -20.91542 -9.87249 -3.02653
232 H -22.45616 -9.06875 -4.20766
233 C -27.69444 -11.89505 -6.00785
234 C -27.56708 -13.05226 -4.99408
235 O -26.68048 -14.05449 -5.52137
236 H -26.67859 -11.54293 -6.18716
237 H -28.31621 -11.01830 -5.82673
238 H -28.07328 -12.30247 -6.94518
239 H -28.52443 -13.51908 -4.76243
240 H -27.26541 -12.63735 -4.03234
241 H -26.55097 -14.67835 -4.80329